19
Properties=species:S:1:pos:R:3:forces:R:3:mulliken_charge:R:1 method="wB97M-V/def2-TZVPD" de_lowest_kj_mol=909.4 lumo_energy_ev=0.289 gap_ha=0.3279 charge=0
C 0.87033 0.62895 1.33243 0.0 1.8 0.3 -0.43
C 0.78614 -0.85317 1.24889 -4.9 -3.1 -3.2 -0.23
C 0.23611 -1.50004 0.03843 3.1 -0.5 2.9 -0.38
C -0.00873 -1.17170 -1.39415 0.9 -1.9 -0.5 -0.10
C -0.79339 -0.18189 -1.79396 1.2 0.5 -1.2 -0.32
C -1.37682 0.86823 -0.90799 -0.5 0.2 0.5 -0.25
H 2.18360 1.76468 2.37867 1.4 -1.7 -2.0 0.30
H 2.84007 0.89267 0.56015 -1.4 0.4 5.4 0.30
H 0.62315 1.14392 0.24281 1.3 -1.2 3.0 0.26
H 0.13303 1.20856 2.13068 1.5 -1.8 -1.9 0.34
H 0.65581 -1.52301 2.19969 0.9 1.5 -1.8 0.20
H 0.28345 -2.62891 0.03324 -0.3 1.1 0.8 0.28
H 0.35803 -2.05441 -2.16943 -1.1 2.5 2.0 0.20
H -1.05087 -0.11796 -2.87785 0.1 0.1 1.1 0.35
H -0.89454 0.83738 0.35440 -2.5 0.3 -4.6 0.16
H -1.15904 2.03749 -1.61141 -1.2 -3.5 2.8 0.23
H -3.16406 -0.57597 -0.54350 2.5 4.6 -2.1 0.35
N 2.30316 0.81004 1.84302 -0.2 2.5 -3.9 -0.66
O -2.82544 0.41514 -1.06412 -0.9 -2.0 2.4 -0.61


7
Properties=species:S:1:pos:R:3:forces:R:3:mulliken_charge:R:1 method="wB97M-V/def2-TZVPD" de_lowest_kj_mol=410.4 lumo_energy_ev="0.201 / -0.568" gap_ha="0.3343 / 0.2778" charge=0
C 1.21106 0.22981 -0.36284 2.9 -0.7 -2.9 0.04
C -1.12189 0.06869 0.14926 -4.5 -1.1 0.6 0.64
O -0.06657 0.66285 0.11375 1.1 1.3 1.4 -0.03
F 2.31088 0.67475 0.26981 -1.3 1.0 0.8 -0.16
F 1.33406 -1.08090 -0.22617 -0.8 -1.2 0.4 -0.18
F -1.42057 -1.20540 0.34407 1.4 0.6 -0.4 -0.13
F -2.24698 0.65020 -0.28787 1.3 0.1 0.1 -0.17


30
Properties=species:S:1:pos:R:3:forces:R:3:mulliken_charge:R:1 method="wB97M-V/def2-TZVPD" de_lowest_kj_mol=167.4 lumo_energy_ev=-1.934 gap_ha=0.2833 charge=0
N 2.49389 -1.82635 -0.45541 3.2 -1.4 -6.0 -0.38
H 2.05217 -2.05104 0.32290 -4.4 -1.7 4.6 0.20
H 3.12196 -2.66789 -0.66828 -0.8 1.5 0.3 0.44
H 3.06336 -1.09032 -0.10442 0.9 1.5 -0.7 0.35
H 1.92747 -1.66682 -1.35618 0.5 0.4 2.1 0.36
N -0.73768 0.41248 0.01578 2.8 0.3 3.5 0.82
O -0.43799 -0.29297 -0.95025 0.2 -0.6 -2.5 -0.76
O -0.20885 1.55116 0.18974 -1.0 -0.8 -0.9 -0.55
O -1.24263 -0.17336 0.98451 -1.1 0.8 0.1 -0.65
O -1.58130 0.01365 -3.67456 0.8 -4.2 3.3 -0.64
H -1.16742 -0.09840 -2.71985 -0.8 1.5 -2.1 0.35
H -1.80649 -1.00491 -3.63548 0.1 2.8 -1.0 0.33
O 2.03480 3.69124 0.99215 -0.1 0.6 -0.6 -0.61
H 2.30206 3.33627 1.83363 0.1 -0.5 0.3 0.30
H 2.04789 3.00201 0.32171 0.0 -0.1 0.3 0.28
O -1.10908 4.36624 0.53559 1.1 -1.7 -0.4 -0.66
H -1.65625 3.81690 -0.04808 -0.2 0.5 0.1 0.31
H -0.33866 3.72590 0.58918 -1.0 1.4 0.3 0.41
O -1.93784 -2.26606 2.81104 1.6 5.0 3.0 -0.68
H -2.13820 -2.98990 2.36336 -1.6 -5.3 -2.9 0.29
H -1.96633 -1.58670 2.12479 -0.3 0.5 -0.1 0.50
O 0.76718 2.51260 -2.44464 1.0 3.3 4.9 -0.58
H 0.98317 2.09625 -1.56293 -1.0 0.0 -1.9 0.29
H 0.70634 1.97019 -3.14965 -0.3 -3.3 -3.0 0.28
O 0.73152 -2.05425 2.54532 1.2 1.7 0.2 -0.69
H -0.23726 -2.08156 2.80074 0.8 0.3 -0.2 0.39
H 1.13396 -1.16031 2.81002 -1.5 -2.0 -0.3 0.32
O -2.68756 -2.32594 -0.20062 3.8 0.3 0.2 -0.61
H -1.71228 -1.91044 -0.16378 -3.2 -0.4 -0.2 0.31
H -2.39995 -3.24766 -0.10632 -0.7 -0.1 -0.2 0.30


32
Properties=species:S:1:pos:R:3:forces:R:3:mulliken_charge:R:1 method="wB97M-V/def2-TZVPD" lumo_energy_ev="-0.419 / -2.305" gap_ha="0.2405 / 0.2289" spin_multiplicity=5 charge=0
La -0.25927 1.10693 -0.08467 1.7 0.1 -1.0 1.42
Cl -0.81653 3.27792 -1.39403 -0.2 1.2 -0.5 -0.66
C -2.17403 -0.11644 -0.43292 -1.7 -0.8 -0.2 -1.33
H -2.43022 -0.77623 0.40708 -0.1 0.1 -0.1 0.30
H -2.31902 -0.66833 -1.36564 -0.1 0.0 0.0 0.38
H -2.89643 0.73305 -0.43407 0.0 -0.4 0.0 0.31
Os 0.82893 -0.50618 -4.21858 0.2 2.2 -1.9 0.73
C 2.48567 0.61318 -3.96448 1.9 0.5 1.1 -1.22
C -0.89686 -0.09325 -5.16605 -1.6 -0.1 -0.7 -1.21
C 0.69909 -2.09167 -3.36028 -0.9 -3.3 2.7 -0.82
H -1.56000 -0.96414 -5.29716 0.0 0.4 -0.1 0.28
H -1.44110 0.70714 -4.64374 0.0 -0.2 -0.1 0.33
H -0.60137 0.30216 -6.16968 -0.1 -0.3 0.5 0.35
H 3.35122 0.07892 -3.53117 -0.2 0.4 -0.3 0.30
H 2.77225 1.01156 -4.94263 0.1 0.0 -0.1 0.33
H 2.26817 1.48555 -3.32161 0.1 -0.2 -0.1 0.28
H -0.24825 -2.59530 -3.05541 0.3 0.3 -0.7 0.31
H 1.48393 -2.50030 -2.70743 0.3 0.4 -0.2 0.36
C -1.48867 0.98239 3.88001 0.1 0.0 0.3 -1.02
Si 0.13390 0.10313 3.45289 0.2 0.2 -0.4 0.21
C 1.67360 0.92038 4.19080 -0.2 -0.1 0.1 -0.96
C 0.14489 -1.75080 3.84143 0.0 0.1 0.0 -0.99
O 0.26879 0.36089 1.82003 0.4 -0.6 2.0 -0.34
H -1.68510 1.09035 4.95369 0.0 -0.1 -0.2 0.35
H -2.35100 0.46926 3.43322 0.2 0.0 0.1 0.28
H -1.47054 1.99650 3.45355 0.1 -0.2 0.1 0.27
H 1.74641 0.93717 5.28466 -0.1 0.0 -0.2 0.35
H 2.56101 0.39652 3.80982 -0.2 0.1 0.0 0.26
H 1.73054 1.95422 3.83096 0.0 -0.1 0.1 0.25
H -0.72795 -2.26771 3.42652 0.1 0.1 0.0 0.28
H 1.03389 -2.21187 3.39033 -0.1 0.1 0.0 0.28
H 0.18405 -1.98499 4.91457 0.0 0.2 -0.2 0.34


16
Properties=species:S:1:pos:R:3:forces:R:3:mulliken_charge:R:1 method="wB97M-V/def2-TZVPD" de_lowest_kj_mol=529.1 lumo_energy_ev=0.536 gap_ha=0.3610 charge=0
O -0.44191 -1.30547 2.15341 -0.1 0.1 -0.2 -0.54
C -1.47990 -0.98837 1.52471 -0.1 -0.1 0.1 -0.11
C -1.06285 -0.14779 -0.43086 0.1 0.1 -0.2 -0.97
C 0.25428 0.24240 -0.45791 -0.2 0.0 0.0 0.66
C 1.03967 1.47709 -0.68018 0.0 0.2 0.1 -0.63
C 1.42436 0.16937 -1.36404 0.1 -0.2 -0.1 -0.67
H 0.72516 -0.70921 1.50402 -0.2 0.0 0.0 0.37
H -2.05249 -0.10231 1.83787 0.1 -0.1 -0.1 0.26
H -2.06606 -1.77112 1.02305 0.2 0.1 0.0 0.27
H -1.83192 0.60828 -0.29516 0.2 -0.1 0.0 0.38
H -1.34948 -1.02425 -1.00601 0.1 0.1 0.1 0.35
H 0.97997 -0.30033 0.82402 0.1 0.0 -0.1 -0.32
H 0.58747 2.26595 -1.27673 0.0 -0.2 0.1 0.24
H 1.70591 1.83389 0.09901 -0.1 -0.1 -0.1 0.23
H 1.22909 0.06059 -2.42892 0.0 0.0 0.2 0.24
H 2.33869 -0.30873 -1.02629 -0.1 0.1 0.0 0.24


20
Properties=species:S:1:pos:R:3:forces:R:3:mulliken_charge:R:1 method="wB97M-V/def2-TZVPD" de_lowest_kj_mol=649.7 lumo_energy_ev=-9.155 gap_ha=0.1629 charge=+1
N 2.74082 2.44289 -1.43075 -1.2 -0.6 1.6 -0.55
C -0.63190 -1.77352 1.42239 0.2 0.4 0.5 0.25
C -0.99648 -2.98760 1.81174 -0.2 -0.2 -0.4 -0.82
S 1.07579 1.15472 0.94003 0.0 -0.3 -1.6 -0.06
C -0.71852 -1.25107 0.04321 -1.6 -0.6 -0.4 -0.34
N -1.44770 0.01604 -0.01524 2.5 -0.3 -1.0 -0.16
C -1.35407 0.66187 -1.31212 -0.9 1.4 0.1 -0.84
H 2.79093 2.65700 -0.44474 0.8 0.4 -0.2 0.24
H 3.56731 2.65278 -1.96406 -0.1 0.1 -0.1 0.24
H 1.83877 2.80055 -1.70976 0.4 0.2 -0.8 0.24
H -0.28627 -1.03121 2.14764 -0.1 -0.2 0.1 0.03
H -1.34650 -3.71310 1.08348 0.0 0.1 0.0 0.24
H -1.03037 -3.32761 2.83658 0.3 0.2 0.1 0.28
H 1.86657 1.41878 1.97468 0.1 0.1 0.6 0.23
H -1.30364 -1.94355 -0.58590 0.3 0.0 0.0 0.41
H 0.25661 -1.14796 -0.46964 0.1 0.1 0.0 0.39
H -0.96855 0.67361 0.62460 -0.9 0.3 1.2 0.19
H -0.32147 0.79571 -1.67841 0.0 -0.4 0.1 0.33
H -1.97176 0.23246 -2.10084 0.2 -0.6 0.2 0.34
H -1.75957 1.66924 -1.17290 0.1 0.0 -0.1 0.35


27
Properties=species:S:1:pos:R:3:forces:R:3:mulliken_charge:R:1 method="wB97M-V/def2-TZVPD" de_lowest_kj_mol=32.0 lumo_energy_ev=0.336 gap_ha=0.3209 charge=0
C -2.18403 1.11733 1.16770 0.2 -0.2 -0.2 -1.64
C -1.99995 0.16072 -0.00951 -0.7 0.3 0.0 1.61
C -2.96067 -1.02262 0.11225 0.4 0.2 0.0 -1.70
C -2.19267 0.87147 -1.34830 0.2 -0.1 0.2 -1.61
O -0.68934 -0.46428 0.05098 -0.1 0.0 -0.1 -0.34
C 0.44346 0.20245 0.01537 1.4 -0.3 0.1 0.48
O 0.41719 1.52845 -0.14754 -0.8 0.1 -0.1 -0.42
N 1.58591 -0.35143 0.12791 -0.9 0.2 0.2 -0.16
C 1.85936 -1.67580 0.36963 0.0 -0.1 0.1 0.14
C 3.11891 -1.93604 0.73089 -0.5 -0.3 -0.1 -0.85
O 3.98051 -0.87334 0.91126 0.1 -0.3 0.4 -0.34
C 3.82824 0.16417 0.10420 0.6 1.1 -1.1 0.52
S 3.93279 1.70865 0.61812 0.2 0.4 0.3 -0.33
S 3.90989 -0.23470 -1.63868 0.1 -0.5 0.1 -0.18
H -1.53632 1.98228 1.07080 0.0 0.1 0.0 0.37
H -3.21410 1.45651 1.19971 -0.2 0.0 0.0 0.46
H -1.95525 0.60857 2.10093 0.0 -0.1 0.1 0.39
H -2.84181 -1.69303 -0.73516 0.0 -0.1 -0.1 0.40
H -3.98699 -0.66778 0.14254 -0.1 0.1 0.0 0.43
H -2.75124 -1.57695 1.02339 0.0 -0.1 0.1 0.40
H -1.93252 0.20177 -2.16555 0.0 -0.1 -0.1 0.39
H -3.23406 1.16297 -1.45524 -0.1 0.0 0.0 0.45
H -1.57162 1.76040 -1.41044 0.0 0.0 0.0 0.35
H 1.32075 1.87552 -0.06427 0.2 -0.3 0.0 0.21
H 1.10465 -2.44375 0.27226 0.0 -0.2 0.0 0.38
H 3.53725 -2.89135 0.98938 0.0 -0.1 0.0 0.44
H 4.01165 1.02983 -2.03262 0.0 0.2 0.1 0.16


21
Properties=species:S:1:pos:R:3:forces:R:3:mulliken_charge:R:1 method="wB97M-V/def2-TZVPD" de_lowest_kj_mol=289.5 smiles=C[C@H]([NH3+])CCCO lumo_energy_ev=-3.115 gap_ha=0.3955 charge=+1
C -1.71246 1.85953 -0.30016 -0.4 0.8 2.6 -1.43
C -0.78825 0.77899 0.22472 1.8 -0.3 -2.2 0.14
N 0.46567 1.63711 0.97234 -3.9 0.1 -3.1 -0.31
C -0.22688 -0.18650 -0.87007 -0.8 -0.2 -1.0 -0.95
C -0.03171 -1.70232 -0.44218 1.5 1.7 -2.7 -0.65
C 1.43306 -2.22550 -0.19241 -3.2 4.1 1.9 -0.39
O 1.75460 -1.40899 0.98339 2.6 -2.3 3.1 -0.55
H -1.26736 2.24569 -1.16981 1.2 1.6 -0.7 0.45
H -1.91521 2.51864 0.61539 0.5 0.0 -1.7 0.34
H -2.71029 1.78012 -0.72383 -0.3 -1.7 0.5 0.38
H -1.15009 0.21691 1.03025 -0.7 -0.7 1.2 0.45
H 0.09520 1.75066 1.87071 -0.5 1.1 1.7 0.33
H 0.52577 2.47873 0.38840 0.1 0.0 0.8 0.38
H 1.32103 1.21014 1.05551 2.6 -1.9 -0.2 0.25
H 0.57498 0.20703 -1.48958 0.7 0.4 0.6 0.49
H -0.97823 -0.25557 -1.72995 0.2 0.4 1.5 0.44
H -0.40580 -2.14194 -1.37052 -0.3 -0.9 0.7 0.33
H -0.68070 -1.68247 0.38817 -0.6 -1.6 1.1 0.29
H 1.33901 -3.23988 -0.03575 0.5 -2.2 0.5 0.39
H 2.05486 -1.90942 -0.97713 1.0 -0.1 -1.1 0.29
H 2.30280 -1.93094 1.77251 -2.1 1.8 -3.5 0.32


no.,calculated total energy (eV)
1,-9929.0293
2,-14986.7803
3,-23740.8515
4,-33354.1927
5,-7389.2820
6,-18161.7591
7,-37808.4512
8,-8941.0073